Entry one
Below is a single C6H13NO3 molecule, with properties calculated with ωB97M-V/def2-TZVPD.

Cartesian coordinates (Å):
C 0.36 0.55 0.23
C -0.84 -0.23 0.34
C 0.34 1.96 -0.30
C -1.95 0.06 -0.62
C -1.18 -0.97 1.59
C 1.03 -0.52 -1.14
N 2.32 -0.97 -0.73
O 1.23 0.40 1.36
O 0.00 -1.70 -0.75
O 0.82 -0.07 -2.26
H 1.27 1.23 1.84
H 0.51 -2.37 -0.28
H 2.53 -0.76 0.23
H 3.02 -0.60 -1.36
H -0.17 2.00 -1.26
H 1.36 2.30 -0.46
H -0.16 2.65 0.40
H -1.55 0.20 -1.63
H -2.68 -0.75 -0.63
H -2.45 0.98 -0.31
H -1.71 -0.28 2.25
H -0.29 -1.31 2.11
H -1.84 -1.81 1.38

The value obtained for the HOMO-LUMO gap is 0.3143 Eh.

Mulliken population analysis, charges in e, atoms 1 to 6: number 1, C, carries 1.304; number 2, C, carries 0.882; number 3, C, carries -1.690; number 4, C, carries -1.628; number 5, C, carries -1.544; number 6, C, carries 0.468

---

Entry two
Below is 2 unconnected molecules or ions with the total composition C6H13NO3, with properties calculated with ωB97M-V/def2-TZVPD.

Cartesian coordinates (Å):
C 2.49 2.21 0.68
C 2.14 0.82 0.20
C 1.56 -0.18 1.21
C 0.35 -0.22 0.27
C -0.98 0.18 0.85
N -2.04 0.38 -0.13
O 0.93 0.78 -0.59
H 1.66 2.63 1.26
H 3.38 2.16 1.31
H 2.70 2.87 -0.17
H 2.98 0.40 -0.39
H 2.11 -1.12 1.33
H 1.35 0.26 2.20
H 0.25 -1.18 -0.27
H -1.30 -0.60 1.56
H -0.84 1.09 1.46
H -2.39 1.40 -0.13
H -2.17 0.28 -1.13
O -2.48 -3.62 -0.81
C -2.61 -2.68 -1.56
O -1.57 -2.05 -2.21
H -3.60 -2.45 -2.01
H -1.92 -1.37 -2.92

Its SMILES is C[C@H]1C[C@@H](CN)O1.O=CO. The value obtained for the HOMO-LUMO gap is 0.3437 Eh.

Mulliken population analysis, charges in e, atoms 1 to 6: number 1, C, carries -1.365; number 2, C, carries 0.377; number 3, C, carries -0.749; number 4, C, carries 0.399; number 5, C, carries -0.832; number 6, N, carries -0.464

---

How far above the most stable structure does each one sit? In kJ/mol: entry one 23.8; entry two 0.0.

---

Entry one
Below is a molecular structure, C4H13NSi2, with properties calculated with ωB97M-V/def2-TZVPD.

Cartesian coordinates (Å):
C 1.35 1.64 0.13
C -0.08 1.82 -0.49
C 0.14 -2.33 -0.19
C -2.11 0.05 0.79
N 0.47 -0.96 -0.61
Si 1.86 -0.23 0.13
Si -0.90 0.15 -0.58
H 2.16 2.12 -0.32
H 1.10 1.92 1.18
H -0.59 2.67 -0.15
H 0.08 1.98 -1.53
H 1.15 -2.80 -0.23
H -0.32 -2.22 0.91
H -0.64 -2.74 -0.86
H -1.68 -0.12 1.76
H -2.62 1.06 0.68
H -2.85 -0.66 0.63
H 3.00 -0.35 -0.79
H 2.15 -1.03 1.36
H -1.67 0.03 -1.84

The value obtained for the HOMO-LUMO gap is 0.3641 Eh.

Mulliken population analysis, charges in e, atoms 1 to 6: number 1, C, carries -0.769; number 2, C, carries -0.772; number 3, C, carries -0.807; number 4, C, carries -1.048; number 5, N, carries 0.119; number 6, Si, carries 0.221

---

Entry two
Below is a molecular structure, C4H13NSi2, with properties calculated with ωB97M-V/def2-TZVPD.

Cartesian coordinates (Å):
C -4.10 0.23 -0.30
C -2.94 1.11 -0.07
C -3.05 -0.91 -0.04
C -1.99 0.14 0.13
N 1.25 -0.52 -0.85
Si 4.13 0.59 -0.16
Si 2.18 -0.36 0.60
H -4.86 0.45 0.34
H -4.54 0.17 -1.22
H 0.35 -0.90 -1.03
H -2.94 2.19 0.19
H -3.33 -1.40 0.84
H -3.08 -1.71 -0.79
H -1.01 -0.07 0.37
H 1.72 -0.45 -1.79
H 3.87 1.95 0.08
H 3.88 0.43 -1.62
H 5.40 0.04 0.25
H 2.59 -1.58 1.15
H 1.37 0.31 1.61

The value obtained for the HOMO-LUMO gap is 0.3754 Eh.

Mulliken population analysis, charges in e, atoms 1 to 6: number 1, C, carries -0.689; number 2, C, carries -0.437; number 3, C, carries -0.531; number 4, C, carries -0.206; number 5, N, carries -0.396; number 6, Si, carries 0.373

---

How far above the most stable structure does each one sit? In kJ/mol: entry one 0.0; entry two 342.3.

---

Entry one
Below is 2 unconnected molecules or ions with the total composition CH2FNO3S, with properties calculated with ωB97M-V/def2-TZVPD.

Cartesian coordinates (Å):
C -1.13 1.30 0.16
N -2.11 0.90 0.77
O -0.38 1.56 -0.68
O 0.64 -0.80 -1.42
O 2.69 0.24 -0.75
F 2.27 -0.26 -2.99
S 1.66 0.42 -1.69
H -2.31 0.12 1.37
H 1.22 -1.44 -0.92

The value obtained for the HOMO-LUMO gap is 0.4263 Eh.

Mulliken population analysis, charges in e, atoms 1 to 6: number 1, C, carries 0.610; number 2, N, carries -0.469; number 3, O, carries -0.412; number 4, O, carries -0.450; number 5, O, carries -0.504; number 6, F, carries -0.217

---

Entry two
Below is 2 unconnected molecules or ions with the total composition CH2FNO3S, with properties calculated with ωB97M-V/def2-TZVPD.

Cartesian coordinates (Å):
C -1.73 1.23 0.03
N -2.67 1.38 0.80
O -0.72 0.92 -0.40
O 1.17 -1.49 -1.11
O 1.20 -0.50 1.20
F 3.26 -0.60 -0.20
S 1.53 -0.24 -0.16
H -3.56 1.61 0.81
H 1.52 -2.30 -0.95

The value obtained for the HOMO-LUMO gap is 0.4334 Eh.

Mulliken population analysis, charges in e, atoms 1 to 6: number 1, C, carries 0.512; number 2, N, carries -0.367; number 3, O, carries -0.395; number 4, O, carries -0.414; number 5, O, carries -0.437; number 6, F, carries -0.361

---

How far above the most stable structure does each one sit? In kJ/mol: entry one 0.0; entry two 33.6.

---

Entry one
Below is a gas-phase ion, C2H2N2PS (charge -1), with properties calculated with ωB97M-V/def2-TZVPD.

Cartesian coordinates (Å):
S 1.48 1.49 -0.69
C -0.03 0.47 -0.44
C -0.31 0.06 0.91
N -0.19 -1.21 1.11
P 0.46 -2.04 -0.49
N 0.17 -0.68 -1.20
H -0.78 1.16 -0.79
H -0.79 0.76 1.57

Its SMILES is [S-][C@@H]1C=NP=N1. As for the total charge: -1. The value obtained for the HOMO-LUMO gap is 0.2415 Eh.

Mulliken population analysis, charges in e, atoms 1 to 6: number 1, S, carries -0.634; number 2, C, carries -0.110; number 3, C, carries 0.065; number 4, N, carries -0.721; number 5, P, carries 0.090; number 6, N, carries -0.258

---

Entry two
Below is a gas-phase ion, C2H2N2PS (charge -1), with properties calculated with ωB97M-V/def2-TZVPD.

Cartesian coordinates (Å):
S 4.39 0.81 -1.81
P 2.47 0.77 -2.21
N 1.87 0.01 -0.91
C 0.60 -0.28 -0.56
C 0.05 -0.26 0.74
N 0.15 -1.47 0.41
H -0.34 -0.21 -1.36
H -0.39 0.31 1.57

Its SMILES is [S-]/P=N/[C@@H]1C=N1. As for the total charge: -1. The value obtained for the HOMO-LUMO gap is 0.2812 Eh.

Mulliken population analysis, charges in e, atoms 1 to 6: number 1, S, carries -0.539; number 2, P, carries -0.195; number 3, N, carries -0.196; number 4, C, carries 0.376; number 5, C, carries -0.424; number 6, N, carries -0.491

---

Entry three
Below is a gas-phase ion, C2H2N2PS (charge -1), with properties calculated with ωB97M-V/def2-TZVPD.

Cartesian coordinates (Å):
S -2.91 0.09 -0.77
P -1.54 -0.06 0.66
N -0.32 1.18 0.42
C 0.76 0.70 -0.03
C 0.87 -0.76 -0.05
N -0.17 -1.44 0.14
H 1.48 1.45 -0.19
H 1.83 -1.16 -0.19

Its SMILES is [S-]p1nccn1. As for the total charge: -1. The value obtained for the HOMO-LUMO gap is 0.2625 Eh.

Mulliken population analysis, charges in e, atoms 1 to 6: number 1, S, carries -0.569; number 2, P, carries 0.008; number 3, N, carries -0.439; number 4, C, carries -0.149; number 5, C, carries -0.008; number 6, N, carries -0.652

---

How far above the most stable structure does each one sit? In kJ/mol: entry one 149.8; entry two 194.7; entry three 0.0.

---

Entry one
Below is a single C6H9NO4S molecule, with properties calculated with ωB97M-V/def2-TZVPD.

Cartesian coordinates (Å):
C 1.21 0.64 0.34
C 1.03 -1.75 -0.77
C -1.33 -1.71 0.42
C 0.14 -1.75 0.58
C 1.04 -0.73 0.21
C 1.79 2.75 -0.61
N -1.95 -0.57 0.99
O 0.74 1.20 1.35
O -3.19 1.71 0.40
O -2.55 0.15 -1.35
O 1.74 1.29 -0.70
S -2.15 0.86 -0.14
H 1.87 -2.40 -0.67
H 0.63 -1.53 -1.82
H -1.53 -1.80 -0.66
H -1.72 -2.74 0.94
H 0.60 -2.56 1.27
H 1.50 3.02 -1.64
H 2.74 3.33 -0.36
H 1.08 3.04 0.25
H -1.69 -0.46 1.96

The value obtained for the HOMO-LUMO gap (spin up / spin down) is 0.3061 / 0.2348 Eh.

Mulliken population analysis, charges in e, atoms 1 to 6: number 1, C, carries 0.393; number 2, C, carries -0.796; number 3, C, carries -1.054; number 4, C, carries 0.304; number 5, C, carries 0.471; number 6, C, carries -0.609

---

Entry two
Below is a single C6H9NO4S molecule, with properties calculated with ωB97M-V/def2-TZVPD.

Cartesian coordinates (Å):
C -2.98 0.27 0.14
C -2.26 1.24 -0.38
C 3.30 0.30 0.09
C -2.44 -0.98 0.71
C -0.09 0.27 -0.68
C 2.10 1.14 -0.34
N 0.81 0.80 0.20
O 4.40 0.75 0.05
O 3.10 -0.86 0.69
O 0.15 -1.75 0.91
O -0.95 -2.21 -1.20
S -0.80 -1.30 -0.10
H -4.02 0.26 0.27
H -2.48 2.04 -1.05
H -2.64 -1.06 1.74
H -2.89 -1.94 0.20
H -0.08 0.42 -1.69
H 2.19 1.26 -1.44
H 2.46 2.15 -0.04
H 0.93 0.30 1.14
H 2.19 -1.11 0.76

The value obtained for the HOMO-LUMO gap (spin up / spin down) is 0.3008 / 0.3011 Eh.

Mulliken population analysis, charges in e, atoms 1 to 6: number 1, C, carries -0.200; number 2, C, carries -0.541; number 3, C, carries 0.599; number 4, C, carries -0.558; number 5, C, carries -0.702; number 6, C, carries -0.457

---

How far above the most stable structure does each one sit? In kJ/mol: entry one 70.3; entry two 0.0.

---

Entry one
Below is a single C4H10S molecule, with properties calculated with ωB97M-V/def2-TZVPD.

Cartesian coordinates (Å):
C 0.31 -0.38 -1.47
C -0.17 -0.11 -0.03
C 0.14 1.28 0.38
C 0.53 -1.14 0.89
S -2.10 -0.41 -0.02
H 1.36 -0.11 -1.54
H 0.14 -1.46 -1.40
H -0.26 0.22 -2.30
H -0.16 1.66 1.46
H -0.49 1.99 -0.21
H 1.14 1.65 0.16
H 1.23 -1.68 0.32
H 1.18 -0.55 1.62
H -0.23 -1.70 1.59
H -2.62 0.74 0.55

Its SMILES is CC(C)(C)S. The value obtained for the HOMO-LUMO gap is 0.3608 Eh.

Mulliken population analysis, charges in e, atoms 1 to 6: number 1, C, carries -1.378; number 2, C, carries 1.151; number 3, C, carries -1.657; number 4, C, carries -1.220; number 5, S, carries -0.267; number 6, H, carries 0.354

---

Entry two
Below is 2 unconnected molecules or ions with the total composition C4H10S, with properties calculated with ωB97M-V/def2-TZVPD.

Cartesian coordinates (Å):
C -1.86 1.18 1.81
C -1.94 -0.14 2.02
H -2.45 1.73 1.08
H -1.10 1.74 2.36
H -2.90 -0.64 1.95
H -1.25 -0.57 2.74
C 1.91 0.15 -2.55
S 2.35 -0.57 -0.90
C 0.73 -0.87 -0.15
H 1.29 0.99 -2.26
H 2.88 0.27 -3.01
H 1.28 -0.51 -3.15
H 0.13 -1.62 -0.66
H 0.13 0.05 -0.19
H 0.80 -1.18 0.89

Its SMILES is C=C.CSC. The value obtained for the HOMO-LUMO gap is 0.3463 Eh.

Mulliken population analysis, charges in e, atoms 1 to 6: number 1, C, carries -0.476; number 2, C, carries -0.555; number 3, H, carries 0.276; number 4, H, carries 0.229; number 5, H, carries 0.270; number 6, H, carries 0.256

---

How far above the most stable structure does each one sit? In kJ/mol: entry one 0.0; entry two 49.7.

---

Entry one
Below is 4 unconnected molecules or ions with the total composition H8O4, with properties calculated with ωB97M-V/def2-TZVPD.

Cartesian coordinates (Å):
O 40.17 12.84 10.32
H 39.34 12.92 10.71
H 40.15 13.66 9.77
O 41.79 10.66 9.42
H 41.26 11.24 9.79
H 42.32 10.14 10.04
O 41.66 12.43 12.83
H 42.26 11.79 12.84
H 41.40 12.39 11.79
O 37.84 12.42 11.46
H 37.53 11.73 11.89
H 37.36 13.10 11.95

Its SMILES is O.O.O.O. The value obtained for the HOMO-LUMO gap is 0.4183 Eh.

Mulliken population analysis, charges in e, atoms 1 to 6: number 1, O, carries -0.702; number 2, H, carries 0.381; number 3, H, carries 0.305; number 4, O, carries -0.608; number 5, H, carries 0.318; number 6, H, carries 0.320

---

Entry two
Below is 4 unconnected molecules or ions with the total composition H8O4, with properties calculated with ωB97M-V/def2-TZVPD.

Cartesian coordinates (Å):
O -2.96 -0.29 0.29
H -2.12 -0.68 0.01
H -3.36 -0.96 0.85
O 0.39 -1.35 -0.47
H 0.61 -1.71 -1.34
H 0.53 -0.39 -0.55
O 2.26 0.26 1.56
H 2.61 -0.33 2.24
H 1.41 0.55 1.90
O 0.46 1.37 -1.36
H 0.23 2.22 -0.97
H -0.07 1.32 -2.17

Its SMILES is O.O.O.O. The value obtained for the HOMO-LUMO gap is 0.4210 Eh.

Mulliken population analysis, charges in e, atoms 1 to 6: number 1, O, carries -0.657; number 2, H, carries 0.352; number 3, H, carries 0.310; number 4, O, carries -0.643; number 5, H, carries 0.288; number 6, H, carries 0.372

---

Entry three
Below is 4 unconnected molecules or ions with the total composition H8O4, with properties calculated with ωB97M-V/def2-TZVPD.

Cartesian coordinates (Å):
O 2.54 -0.84 0.47
H 2.55 -1.86 0.13
H 1.72 -0.26 0.35
O -1.86 -0.97 1.24
H -1.68 -1.38 2.03
H -2.25 -1.66 0.70
O 0.15 0.09 -0.36
H -0.42 -0.22 0.32
H 0.08 -0.69 -0.89
O -0.18 2.57 -1.68
H -0.37 3.41 -1.11
H -0.28 1.81 -1.20

Its SMILES is O.O.O.O. The value obtained for the HOMO-LUMO gap is 0.3954 Eh.

Mulliken population analysis, charges in e, atoms 1 to 6: number 1, O, carries -0.684; number 2, H, carries 0.293; number 3, H, carries 0.436; number 4, O, carries -0.676; number 5, H, carries 0.315; number 6, H, carries 0.326

---

How far above the most stable structure does each one sit? In kJ/mol: entry one 105.6; entry two 0.0; entry three 82.0.

---

Entry one
Below is 4 unconnected molecules or ions with the total composition H8O4, with properties calculated with ωB97M-V/def2-TZVPD.

Cartesian coordinates (Å):
O -18.65 23.75 -3.55
H -18.24 24.22 -2.82
H -19.58 23.68 -3.31
O -14.41 26.08 -4.44
H -14.96 25.38 -4.83
H -13.90 26.43 -5.18
O -17.76 20.94 -3.46
H -18.27 21.74 -3.65
H -17.73 20.90 -2.50
O -16.38 24.20 -5.37
H -17.25 24.23 -4.95
H -16.42 23.46 -5.98

Its SMILES is O.O.O.O. The value obtained for the HOMO-LUMO gap is 0.3990 Eh.

Mulliken population analysis, charges in e, atoms 1 to 6: number 1, O, carries -0.700; number 2, H, carries 0.339; number 3, H, carries 0.323; number 4, O, carries -0.644; number 5, H, carries 0.372; number 6, H, carries 0.317

---

Entry two
Below is 4 unconnected molecules or ions with the total composition H8O4, with properties calculated with ωB97M-V/def2-TZVPD.

Cartesian coordinates (Å):
O -3.15 -0.18 -0.58
H -3.85 -0.72 -0.24
H -3.00 -0.41 -1.50
O -1.34 2.09 1.66
H -1.73 1.52 0.97
H -1.76 2.08 2.49
O 3.91 -2.80 -3.01
H 4.64 -3.19 -2.52
H 3.52 -2.03 -2.46
O 1.09 0.89 1.56
H 1.51 1.73 1.96
H 0.16 1.02 1.66

Its SMILES is O.O.O.O. The value obtained for the HOMO-LUMO gap is 0.4141 Eh.

Mulliken population analysis, charges in e, atoms 1 to 6: number 1, O, carries -0.621; number 2, H, carries 0.312; number 3, H, carries 0.319; number 4, O, carries -0.718; number 5, H, carries 0.351; number 6, H, carries 0.319

---

How far above the most stable structure does each one sit? In kJ/mol: entry one 0.0; entry two 56.3.